{
  "formula": "C16H17Cl2F5O2Os",
  "method": "ωB97M-V/def2-TZVPD",
  "species": ["C", "C", "C", "C", "C", "C", "C", "C", "C", "C", "Os", "Cl", "Cl", "O", "H", "H", "H", "H", "H", "H", "H", "H", "H", "H", "H", "H", "H", "H", "H", "H", "O", "H", "F", "C", "C", "C", "F", "C", "F", "C", "F", "C", "F"],
  "xyz": [[1.46232, -0.97428, -1.80475], [2.12124, -0.42908, -0.62438], [1.92632, 0.97349, -0.59629], [3.05383, -1.17915, 0.26549], [1.02358, 1.31907, -1.64687], [0.78913, 0.15677, -2.46947], [0.11659, 0.13540, -3.80403], [1.51093, -2.39184, -2.25459], [2.55139, 1.89101, 0.39050], [0.57893, 2.68483, -2.03189], [-0.33550, -0.52844, -0.79812], [0.74043, -0.16924, 3.54457], [0.02749, -2.24418, 0.70410], [-1.65534, 0.90545, -0.64249], [2.74003, -2.21200, 0.41243], [3.16155, -0.73080, 1.25381], [4.06639, -1.22245, -0.15620], [2.38700, 1.60523, 1.43013], [2.20202, 2.90860, 0.29758], [3.63449, 1.95607, 0.28345], [0.41258, 3.29384, -1.13893], [-0.35622, 2.63588, -2.59774], [1.28792, 3.22187, -2.67979], [-0.11281, 1.13906, -4.18474], [-0.81704, -0.41495, -3.62560], [0.69784, -0.42081, -4.55015], [1.59255, -3.08554, -1.40983], [2.36884, -2.55889, -2.90822], [0.60557, -2.62937, -2.81485], [-1.36997, 1.61034, -0.05653], [-1.56271, -1.72807, -1.66267], [-1.50245, -2.51577, -1.06760], [0.01472, 2.74745, 1.72926], [-0.70516, 2.03578, 2.66228], [-0.63144, 0.61377, 2.79075], [-1.91505, -0.02638, 2.70337], [-2.25205, -1.15604, 2.02079], [-2.94719, 0.62266, 3.38039], [-4.02925, -0.08403, 3.74479], [-2.78959, 1.93561, 3.81147], [-3.62577, 2.46601, 4.72738], [-1.75041, 2.69610, 3.29469], [-1.79489, 4.03597, 3.37108]],
  "e_homo_ha": [0.039, -0.027],
  "spin_multiplicity": 5,
  "e_tot_ev": -62058.0132,
  "e_above_lowest_ev": 0.066,
  "total_charge": -2,
  "orbital_gap_ha": [0.138, 0.203],
  "largest_force_ev_per_a": 2.501
}